1.
9
Properties=species:S:1:pos:R:3 method="wB97M-V/def2-TZVPD" orbital_gap_ev=10.31 total_charge=0 e_tot_ev=-22698.6635
C 0.855 -1.034 1.372
N 2.282 -0.989 1.078
F 2.251 -2.418 -1.037
P 3.191 -1.716 0.148
I -3.135 -0.424 0.099
H 0.632 -1.165 2.466
H 0.457 0.036 1.211
H 0.497 -1.796 0.603
H -3.895 0.915 -0.050



2.
37
Properties=species:S:1:pos:R:3 method="wB97M-V/def2-TZVPD" orbital_gap_ev=9.20 total_charge=0 smiles="CC[C@H](I)OC(=O)OCCCS.Fc1ccccc1" e_tot_ev=-41566.1754
C 1.979 -1.262 1.612
C 1.120 -0.169 0.783
C -0.366 -0.113 1.441
I -1.189 -2.152 1.140
O -1.181 0.753 0.607
C -1.739 1.837 1.333
O -1.611 2.992 0.841
O -2.475 1.732 2.540
C -3.543 0.751 2.449
C -4.667 1.069 1.352
C -5.186 -0.378 0.796
S -6.316 -1.070 2.115
H 3.019 -0.884 1.919
H 1.411 -1.515 2.579
H 2.150 -2.237 1.038
H 1.620 0.854 0.722
H 1.008 -0.584 -0.287
H -0.357 0.191 2.541
H -4.076 0.766 3.476
H -3.154 -0.334 2.344
H -5.561 1.666 1.768
H -4.298 1.638 0.433
H -5.685 -0.305 -0.225
H -4.312 -1.107 0.695
H -5.559 -1.043 3.300
F 4.570 -1.515 -0.872
C 4.327 -0.806 -1.985
C 3.508 -1.342 -2.967
C 3.251 -0.605 -4.119
C 3.825 0.654 -4.281
C 4.650 1.179 -3.290
C 4.898 0.448 -2.133
H 3.077 -2.326 -2.827
H 2.606 -1.011 -4.890
H 3.628 1.226 -5.182
H 5.099 2.158 -3.419
H 5.531 0.845 -1.348



Please write out number 2 again, unchanged.
37
Properties=species:S:1:pos:R:3 method="wB97M-V/def2-TZVPD" orbital_gap_ev=9.20 total_charge=0 smiles="CC[C@H](I)OC(=O)OCCCS.Fc1ccccc1" e_tot_ev=-41566.1754
C 1.979 -1.262 1.612
C 1.120 -0.169 0.783
C -0.366 -0.113 1.441
I -1.189 -2.152 1.140
O -1.181 0.753 0.607
C -1.739 1.837 1.333
O -1.611 2.992 0.841
O -2.475 1.732 2.540
C -3.543 0.751 2.449
C -4.667 1.069 1.352
C -5.186 -0.378 0.796
S -6.316 -1.070 2.115
H 3.019 -0.884 1.919
H 1.411 -1.515 2.579
H 2.150 -2.237 1.038
H 1.620 0.854 0.722
H 1.008 -0.584 -0.287
H -0.357 0.191 2.541
H -4.076 0.766 3.476
H -3.154 -0.334 2.344
H -5.561 1.666 1.768
H -4.298 1.638 0.433
H -5.685 -0.305 -0.225
H -4.312 -1.107 0.695
H -5.559 -1.043 3.300
F 4.570 -1.515 -0.872
C 4.327 -0.806 -1.985
C 3.508 -1.342 -2.967
C 3.251 -0.605 -4.119
C 3.825 0.654 -4.281
C 4.650 1.179 -3.290
C 4.898 0.448 -2.133
H 3.077 -2.326 -2.827
H 2.606 -1.011 -4.890
H 3.628 1.226 -5.182
H 5.099 2.158 -3.419
H 5.531 0.845 -1.348



Repeat the first record exactly.
9
Properties=species:S:1:pos:R:3 method="wB97M-V/def2-TZVPD" orbital_gap_ev=10.31 total_charge=0 e_tot_ev=-22698.6635
C 0.855 -1.034 1.372
N 2.282 -0.989 1.078
F 2.251 -2.418 -1.037
P 3.191 -1.716 0.148
I -3.135 -0.424 0.099
H 0.632 -1.165 2.466
H 0.457 0.036 1.211
H 0.497 -1.796 0.603
H -3.895 0.915 -0.050